No. 1
Below is 2 unconnected molecules or ions with the total composition C6H19N4P, with properties calculated with ωB97M-V/def2-TZVPD.

```
30
C6H19N4P | the OMol25 dataset | ωB97M-V/def2-TZVPD
C -2.88 0.85 -1.10
N -1.50 0.89 -1.41
P -0.32 1.28 -0.41
N 1.17 1.25 -0.82
C 1.53 1.13 -2.28
N -0.50 1.49 1.26
C -1.59 2.33 1.73
C 0.70 1.56 2.01
H -3.24 0.38 -0.20
H -3.34 0.46 -1.99
H -3.13 1.88 -0.89
H 2.13 2.09 -2.38
H 2.08 0.18 -2.26
H 0.65 1.19 -2.92
H -1.34 3.38 1.97
H -2.44 2.28 1.02
H -1.76 2.02 2.80
H 1.26 2.44 1.85
H 0.52 1.43 3.01
H 1.32 0.67 1.70
C 0.01 -2.57 0.60
N 1.38 -3.08 0.39
C 1.90 -3.31 -0.91
H -0.71 -3.12 0.01
H -0.07 -2.68 1.67
H -0.19 -1.46 0.16
H 1.98 -2.62 1.06
H 2.72 -4.17 -0.74
H 1.13 -3.69 -1.55
H 2.51 -2.49 -1.34
```

Properties
- LUMO level (Ha) = 0.0214
- relative energy (zero: lowest compared OMol25 entry of this formula, charge and spin) (kcal per mole) = 42.18
- structure (SMILES) = C/N=P(=N/C)\N(C)C.CNC
- 2S+1 = 1
- total charge = 0
- highest occupied orbital energy (eV) = -8.14

=====

No. 2
Below is 10 unconnected molecules or ions with the total composition C54H81N6O30PS, with properties calculated with ωB97M-V/def2-TZVPD.

```
173
C54H81N6O30PS | the OMol25 dataset | ωB97M-V/def2-TZVPD
C 5.06 -3.04 0.05
C 3.69 -2.31 0.04
C 3.79 -0.85 0.55
C 4.47 0.04 -0.53
C 4.09 1.53 -0.47
C 2.59 1.83 -0.70
C 2.19 1.77 -2.20
C 0.97 0.88 -2.50
C 1.06 -0.51 -1.80
C 0.72 -1.68 -2.77
C -0.82 -1.90 -2.81
C -1.52 -1.50 -4.09
C -0.94 -1.53 -5.32
C -1.60 -1.18 -6.47
C -2.90 -0.74 -6.39
C -3.70 -0.33 -7.62
O -4.08 1.04 -7.61
C -2.99 1.90 -7.32
C -3.49 -0.67 -5.14
C -2.84 -1.05 -3.98
N -3.49 -1.00 -2.68
C -4.42 -2.17 -2.66
C -5.52 -2.18 -1.56
N -5.94 -3.61 -1.41
N -5.05 -1.78 -0.23
N -6.72 -1.46 -1.97
C -4.15 0.27 -2.49
C -4.99 0.84 -3.44
C -5.62 2.03 -3.27
C -5.44 2.74 -2.11
C -4.61 2.23 -1.15
N -4.37 3.01 0.05
C -3.95 1.01 -1.31
P -2.87 0.58 0.09
N -3.68 0.65 1.44
O -1.64 1.61 -0.02
O -2.23 -0.87 -0.03
S -5.17 -0.07 -4.96
H 5.15 -3.72 -0.80
H 5.15 -3.62 0.97
H 5.87 -2.31 0.00
H 2.94 -2.89 0.59
H 3.34 -2.31 -1.00
H 4.38 -0.81 1.47
H 2.77 -0.53 0.80
H 5.55 -0.02 -0.35
H 4.30 -0.41 -1.52
H 4.63 2.02 -1.30
H 4.47 1.98 0.45
H 1.99 1.17 -0.06
H 2.42 2.85 -0.35
H 3.02 1.47 -2.85
H 1.93 2.80 -2.49
H 0.85 0.72 -3.58
H 0.05 1.37 -2.14
H 0.37 -0.53 -0.96
H 2.09 -0.62 -1.48
H 1.19 -2.57 -2.34
H 1.15 -1.43 -3.74
H -1.24 -1.29 -2.02
H -1.03 -2.96 -2.58
H 0.10 -1.85 -5.41
H -1.14 -1.21 -7.46
H -3.03 -0.47 -8.49
H -4.61 -0.91 -7.74
H -2.03 1.52 -7.68
H -3.17 2.82 -7.90
H -2.96 2.18 -6.26
H -4.91 -2.36 -3.62
H -3.80 -3.05 -2.46
H -5.14 -4.19 -1.18
H -6.27 -3.92 -2.32
H -5.53 -2.42 0.40
H -5.50 -0.89 -0.04
H -6.92 -1.66 -2.95
H -7.51 -1.82 -1.44
H -6.24 2.39 -4.08
H -5.94 3.70 -1.99
H -4.54 3.97 -0.24
H -5.09 2.80 0.73
H -3.22 1.38 1.99
H -1.12 1.61 0.80
H -2.60 -1.37 0.71
O 1.69 -5.19 3.13
C 0.74 -4.60 2.72
O 0.74 -3.84 1.61
C -0.62 -3.48 1.33
C -1.27 -3.60 2.68
O -0.47 -4.60 3.32
H -0.67 -2.48 0.92
H -1.03 -4.19 0.60
H -1.21 -2.67 3.26
H -2.31 -3.91 2.63
O -0.79 -4.96 -2.04
C 0.06 -5.51 -2.66
O 0.81 -4.93 -3.62
C 1.87 -5.83 -3.96
C 1.30 -7.17 -3.55
O 0.41 -6.81 -2.49
H 2.10 -5.78 -5.02
H 2.76 -5.57 -3.39
H 0.72 -7.64 -4.35
H 2.05 -7.87 -3.20
O -3.65 7.61 -9.37
C -4.33 6.73 -8.96
O -3.88 5.71 -8.18
C -5.02 5.00 -7.70
C -6.07 5.33 -8.73
O -5.66 6.61 -9.19
H -4.81 3.93 -7.64
H -5.28 5.37 -6.71
H -6.07 4.63 -9.57
H -7.08 5.37 -8.31
O -0.47 -0.76 4.63
C 0.62 -1.16 4.91
O 0.90 -2.45 5.19
C 2.34 -2.58 5.25
C 2.77 -1.17 5.57
O 1.72 -0.39 4.99
H 2.63 -3.30 6.01
H 2.70 -2.92 4.28
H 2.81 -0.97 6.64
H 3.73 -0.92 5.13
O -5.87 3.10 7.06
C -5.28 2.25 6.48
O -4.04 1.81 6.80
C -3.77 0.64 6.02
C -4.70 0.81 4.84
O -5.77 1.58 5.40
H -2.72 0.59 5.73
H -4.01 -0.24 6.62
H -4.25 1.37 4.03
H -5.07 -0.14 4.45
O 4.71 4.70 -0.29
C 3.84 5.36 -0.76
O 4.00 6.20 -1.82
C 2.71 6.63 -2.24
C 1.89 6.45 -0.98
O 2.56 5.38 -0.32
H 2.74 7.66 -2.58
H 2.37 5.99 -3.05
H 1.91 7.33 -0.34
H 0.85 6.19 -1.19
O 4.11 -7.97 8.27
C 3.46 -7.98 7.28
O 3.70 -7.20 6.19
C 2.86 -7.66 5.13
C 1.74 -8.35 5.87
O 2.38 -8.78 7.08
H 2.51 -6.83 4.52
H 3.43 -8.35 4.51
H 0.93 -7.66 6.13
H 1.32 -9.19 5.33
O 5.24 -0.35 6.88
C 5.75 0.65 6.48
O 5.17 1.50 5.60
C 5.98 2.68 5.54
C 7.33 2.17 5.98
O 6.98 1.08 6.84
H 6.00 3.09 4.53
H 5.57 3.43 6.22
H 7.93 1.79 5.16
H 7.91 2.93 6.52
O 8.24 6.06 7.48
C 7.19 6.49 7.12
O 6.20 5.73 6.58
C 5.03 6.55 6.49
C 5.60 7.94 6.45
O 6.82 7.79 7.18
H 4.45 6.30 5.60
H 4.40 6.37 7.37
H 5.84 8.27 5.44
H 4.96 8.68 6.92
```

Properties
- LUMO level (Ha) = 0.0024
- structure (SMILES) = CCCCCCCCCCCc1ccc(COC)c2c1N(CC(N)(N)N)c1c(ccc(N)c1P(=N)(O)O)S2.O=C1OCCO1.O=C1OCCO1.O=C1OCCO1.O=C1OCCO1.O=C1OCCO1.O=C1OCCO1.O=C1OCCO1.O=C1OCCO1.O=C1OCCO1
- 2S+1 = 1
- total charge = 0
- highest occupied orbital energy (eV) = -8.27

=====

No. 3
Below is a molecular structure, C22H50N3P3SeZr, with properties calculated with ωB97M-V/def2-TZVPD.

```
80
C22H50N3P3SeZr | the OMol25 dataset | ωB97M-V/def2-TZVPD
Zr -0.21 -0.56 -0.10
P -1.32 -2.68 0.62
P 1.87 -0.79 1.60
P 1.70 -1.40 -1.94
H -2.78 1.05 -1.99
C -2.43 0.05 -2.28
C -1.11 -0.32 -2.02
H -0.34 0.52 -2.11
C -2.60 -2.20 1.83
C -0.40 -4.02 1.43
C -2.24 -3.50 -0.72
C 3.17 0.44 1.98
C 1.08 -0.97 3.25
C 2.91 -2.29 1.54
C 1.19 -1.05 -3.66
C 1.74 -3.23 -1.93
C 3.47 -1.00 -2.09
H -3.04 -0.43 -3.07
H -0.79 -1.38 -2.13
H -3.26 -1.42 1.41
H -2.14 -1.81 2.75
H -3.16 -3.12 2.03
H 0.04 -3.66 2.37
H 0.40 -4.39 0.76
H -1.15 -4.82 1.62
H -2.80 -2.74 -1.29
H -2.91 -4.20 -0.19
H -1.54 -4.03 -1.38
H 3.78 0.09 2.82
H 2.71 1.39 2.25
H 3.84 0.61 1.12
H 1.79 -0.64 4.02
H 0.78 -2.00 3.47
H 0.19 -0.32 3.31
H 3.58 -2.32 2.41
H 3.55 -2.33 0.64
H 2.29 -3.19 1.55
H 1.93 -1.49 -4.35
H 1.15 0.05 -3.81
H 0.20 -1.48 -3.86
H 2.35 -3.59 -2.77
H 0.72 -3.63 -2.03
H 2.17 -3.58 -0.98
H 3.84 -1.43 -3.03
H 4.02 -1.43 -1.24
H 3.59 0.09 -2.12
C 1.61 2.92 -2.51
C 0.34 2.85 -3.13
C 0.29 2.73 -4.53
C 1.47 2.61 -5.28
C 2.70 2.60 -4.62
C 2.79 2.71 -3.23
Se 1.70 3.55 -0.63
H 3.20 3.53 -0.59
H -0.54 2.93 -2.47
H -0.64 2.76 -5.07
H 1.40 2.56 -6.37
H 3.61 2.49 -5.21
H 3.75 2.74 -2.70
C -4.00 1.88 0.73
N -3.16 2.00 1.92
C -3.66 2.88 2.97
C -1.91 1.53 1.87
N -1.46 1.02 0.71
N -1.11 1.56 3.00
C -1.63 1.20 4.31
C 0.02 2.49 3.03
H -4.98 2.27 0.99
H -4.11 0.83 0.44
H -3.60 2.46 -0.12
H -4.02 2.30 3.82
H -2.90 3.60 3.30
H -4.51 3.43 2.55
H -2.15 1.22 -0.02
H -0.89 0.60 4.85
H -1.84 2.10 4.92
H -2.54 0.60 4.22
H 0.87 2.02 3.56
H 0.32 2.77 2.01
H -0.28 3.41 3.58
```

Properties
- LUMO level (Ha) = -0.5187
- relative energy (zero: lowest compared OMol25 entry of this formula, charge and spin) (kcal per mole) = 12.38
- 2S+1 = 1
- total charge = +4
- highest occupied orbital energy (eV) = -18.10

=====

No. 4
Below is a molecular structure, C34H41Cl3NOP3Zr, with properties calculated with ωB97M-V/def2-TZVPD.

```
84
C34H41Cl3NOP3Zr | the OMol25 dataset | ωB97M-V/def2-TZVPD
P 0.59 -3.38 0.31
C -0.39 -4.14 -0.90
C 0.31 -5.01 -1.79
H 1.39 -4.90 -1.91
C -0.39 -6.01 -2.45
H 0.17 -6.76 -3.03
C -1.78 -6.11 -2.34
H -2.32 -6.96 -2.80
C -2.48 -5.13 -1.62
H -3.57 -5.16 -1.62
C -1.81 -4.13 -0.91
H -2.35 -3.34 -0.39
C 1.95 -2.39 -0.30
C 2.06 -1.95 -1.65
H 1.22 -2.09 -2.34
C 3.23 -1.30 -2.05
H 3.32 -0.97 -3.08
C 4.28 -1.08 -1.16
H 5.21 -0.63 -1.52
C 4.15 -1.46 0.17
H 4.97 -1.32 0.86
C 2.98 -2.07 0.62
H 2.86 -2.33 1.68
C 0.05 -3.27 1.97
C 0.41 -4.44 2.70
H 0.78 -5.31 2.16
C 0.36 -4.41 4.08
H 0.72 -5.29 4.63
C -0.12 -3.29 4.77
H -0.13 -3.28 5.86
C -0.59 -2.19 4.03
H -1.01 -1.35 4.56
C -0.52 -2.16 2.64
H -0.90 -1.32 2.07
Zr -2.36 2.05 -0.49
C -0.39 3.37 0.09
C 0.80 2.78 0.27
H -0.54 4.45 0.10
C 0.92 1.28 0.07
O 1.16 0.71 1.39
H 1.60 -0.16 1.31
C -0.39 0.98 -0.52
H 1.73 0.97 -0.59
C -1.08 0.90 -1.68
Cl -2.88 4.17 -1.35
Cl -4.25 0.99 -1.59
P -1.11 1.57 -3.42
C -2.50 2.23 -4.30
H -2.61 3.31 -4.18
H -3.45 1.74 -4.08
H -2.25 2.03 -5.36
C 0.29 2.65 -3.46
H 1.14 2.17 -2.96
H 0.06 3.62 -3.01
H 0.48 2.75 -4.54
C -0.70 0.01 -4.18
H -1.41 -0.76 -3.85
H 0.32 -0.24 -3.87
H -0.78 0.18 -5.26
P 2.28 3.68 0.78
C 1.98 5.33 0.19
C 3.70 2.93 -0.01
H 0.97 5.66 0.46
H 2.10 5.37 -0.90
H 2.71 6.00 0.66
H 3.88 1.91 0.36
H 4.58 3.55 0.22
H 3.56 2.90 -1.10
C 2.43 3.61 2.56
H 1.60 4.16 3.03
H 3.39 4.07 2.84
H 2.41 2.56 2.89
H -1.66 -0.10 -1.86
Cl -1.68 1.50 5.38
C -2.66 1.68 3.99
C -4.03 1.95 4.13
C -4.80 1.99 2.96
C -4.18 1.86 1.74
N -2.84 1.69 1.62
C -2.08 1.53 2.74
H -4.45 2.10 5.10
H -5.88 2.12 2.99
H -4.74 1.87 0.79
H -1.02 1.30 2.60
```

Properties
- LUMO level (Ha) = -0.2541
- relative energy (zero: lowest compared OMol25 entry of this formula, charge and spin) (kcal per mole) = 76.45
- 2S+1 = 1
- total charge = +2
- highest occupied orbital energy (eV) = -10.65

=====

Question: Among the records above, which one has the highest highest occupied orbital energy?
Answer: C6H19N4P